(1)
C25H38F6MnO3P3S2 | ωB97M-V/def2-TZVPD

Each line ends with the Mulliken charge.
Cartesian coordinates (Å):
Mn (-1.9461, -0.5856, 2.0049)  0.37
C (-3.1372, -1.4316, 3.8835)  -0.92
C (-4.1043, -1.5755, 2.8543)  -0.97
C (-4.6414, -0.3021, 2.5773)  -0.46
C (-4.0182, 0.6287, 3.4352)  -0.66
C (-3.0936, -0.0622, 4.2411)  -0.43
H (-2.6436, -2.2399, 4.3995)  0.53
H (-4.4435, -2.5115, 2.4321)  0.59
H (-5.4023, -0.0840, 1.8387)  0.51
H (-4.2116, 1.6932, 3.4695)  0.50
H (-2.4932, 0.3674, 5.0292)  0.47
C (-1.0299, 2.4566, 0.2687)  -1.27
P (-2.3050, 1.1482, 0.3591)  1.91
C (-3.8368, 2.1289, 0.2032)  -1.43
C (-2.2077, 0.3178, -1.2802)  0.14
C (-2.3355, 1.0757, -2.4432)  -0.64
C (-2.1731, 0.5005, -3.6904)  -0.77
C (-1.8815, -0.8551, -3.7932)  -0.80
C (-1.7799, -1.6249, -2.6485)  -0.51
C (-1.9429, -1.0588, -1.3857)  0.08
P (-1.7581, -2.1206, 0.1088)  1.52
C (-0.2009, -3.0184, -0.1649)  -0.98
C (-3.0091, -3.4159, -0.2132)  -1.50
H (-1.1032, 3.0112, -0.6650)  0.36
H (-0.0463, 1.9937, 0.3347)  0.05
H (-1.1664, 3.1276, 1.1193)  0.49
H (-3.7320, 2.8775, -0.5812)  0.48
H (-4.0326, 2.6247, 1.1553)  0.36
H (-4.6759, 1.4713, -0.0197)  0.35
H (-2.5235, 2.1443, -2.3779)  0.21
H (-2.2494, 1.1114, -4.5822)  0.37
H (-1.7154, -1.3069, -4.7640)  0.37
H (-1.5186, -2.6742, -2.7405)  0.22
H (-0.2530, -3.6498, -1.0520)  0.51
H (0.0061, -3.6340, 0.7137)  0.45
H (0.6096, -2.3000, -0.2901)  -0.23
H (-2.8318, -3.8869, -1.1793)  0.45
H (-4.0088, -2.9785, -0.1929)  0.36
H (-2.9464, -4.1707, 0.5742)  0.43
C (3.9644, 2.2483, -0.5327)  -0.97
C (4.5375, 0.9622, -1.1011)  0.52
C (4.6492, -0.1285, -0.0465)  -1.28
O (3.8115, 0.5581, -2.2916)  -0.42
P (2.5038, -0.4042, -2.3865)  0.31
S (2.9496, -2.3158, -2.3238)  -0.58
S (1.0941, 0.2174, -1.1452)  -0.33
O (2.1361, -0.0837, -3.9311)  -0.42
C (1.9918, 1.1788, -4.6085)  0.68
C (3.3393, 1.5996, -5.1769)  -1.41
C (1.3567, 2.2904, -3.7889)  -0.65
H (4.6365, 2.6292, 0.2451)  0.49
H (2.9828, 2.0680, -0.0954)  -0.01
H (3.8685, 3.0072, -1.3145)  0.23
H (5.5317, 1.1779, -1.4892)  0.23
H (3.6693, -0.3514, 0.3837)  0.09
H (5.3092, 0.2171, 0.7558)  0.51
H (5.0458, -1.0488, -0.4750)  0.35
H (1.3252, 0.9409, -5.4379)  0.34
H (3.9980, 1.9372, -4.3743)  0.16
H (3.2064, 2.4098, -5.9020)  0.46
H (3.8124, 0.7514, -5.6745)  0.34
H (1.9856, 2.5491, -2.9349)  -0.01
H (0.3841, 1.9857, -3.4022)  -0.18
H (1.2389, 3.1749, -4.4250)  0.55
C (0.4071, -1.0395, 5.0576)  -1.88
C (0.8686, -0.7195, 3.6288)  0.76
O (-0.1541, -0.5302, 2.7752)  0.11
C (1.7314, 0.5802, 3.6765)  0.31
F (0.9202, 1.6512, 3.7821)  -0.27
F (2.5645, 0.6241, 4.7421)  -0.33
F (2.4793, 0.7514, 2.5768)  -0.06
C (1.7539, -1.8909, 3.1341)  0.35
F (2.9119, -1.9864, 3.8310)  -0.33
F (2.0528, -1.8042, 1.8423)  0.01
F (1.0889, -3.0616, 3.3110)  -0.30
H (-0.0932, -0.1609, 5.4689)  0.33
H (1.2344, -1.3210, 5.7076)  0.44
H (-0.3114, -1.8549, 5.0010)  0.34

Summary:
- Energy above the lowest of the compared OMol25 structures with the same formula, charge and spin: 0.394 eV
- Spin multiplicity: 6
- HOMO energy (spin up / spin down): -4.280 / -4.280 eV
- Charge: -1
- Total energy: -129853.5812 eV
- <S²>: 8.761



(2)
C25H38GeMoN2O2PS2SbSe | ωB97M-V/def2-TZVPD

Each line ends with the Mulliken charge.
Cartesian coordinates (Å):
Mo (0.1792, -1.0519, -0.3741)  -0.29
C (3.2322, 0.5550, 1.7735)  -1.28
Sb (2.6752, 0.2026, -0.2279)  0.81
C (4.3296, -0.9416, -0.8854)  -1.40
C (2.9987, 2.1317, -1.0196)  -1.11
H (4.2966, 0.7859, 1.7689)  0.51
H (3.0363, -0.3236, 2.3812)  0.34
H (2.6739, 1.4019, 2.1674)  0.38
H (5.1710, -0.2781, -1.0803)  0.49
H (4.0932, -1.5084, -1.7826)  0.35
H (4.5882, -1.6282, -0.0805)  0.42
H (3.8672, 2.5462, -0.5084)  0.46
H (2.1264, 2.7513, -0.8164)  0.38
H (3.1834, 2.0932, -2.0903)  0.23
C (-3.1116, 3.5121, 0.7204)  -0.90
N (-2.1485, 2.4441, 1.0473)  0.05
C (-1.7482, 2.2424, 2.3287)  0.32
C (-0.8885, 1.2613, 2.6974)  -1.32
C (-0.4298, 0.4551, 1.6431)  0.71
O (0.3301, -0.5872, 1.7231)  -0.23
N (-0.7610, 0.6949, 0.3577)  0.37
C (-1.6751, 1.6709, -0.0184)  -0.09
O (-2.0433, 1.8603, -1.1507)  -0.63
H (-3.4782, 3.9276, 1.6540)  0.31
H (-3.9349, 3.0934, 0.1510)  0.32
H (-2.6270, 4.2848, 0.1300)  0.33
H (-2.1790, 2.9202, 3.0540)  0.40
H (-0.5975, 1.0986, 3.7222)  0.57
S (-1.8578, -2.3229, 0.2225)  -0.43
P (-0.6399, -3.9683, 0.1500)  1.64
S (1.2089, -3.2108, -0.3891)  -0.64
C (-1.2458, -5.0931, -1.0906)  0.62
C (-2.5921, -5.4666, -1.0327)  -0.51
C (-3.0999, -6.3487, -1.9697)  -0.76
C (-2.2710, -6.8484, -2.9696)  -0.45
C (-0.9389, -6.4701, -3.0359)  -0.76
C (-0.4189, -5.5902, -2.0945)  -0.43
C (-0.4801, -4.7966, 1.7091)  0.65
C (-0.9654, -6.0944, 1.8798)  -0.44
C (-0.7840, -6.7364, 3.0967)  -0.79
C (-0.1173, -6.0917, 4.1267)  -0.48
C (0.3650, -4.7973, 3.9570)  -0.84
C (0.1890, -4.1470, 2.7506)  -0.40
H (-3.2446, -5.0669, -0.2644)  0.47
H (-4.1389, -6.6468, -1.9220)  0.43
H (-2.6705, -7.5386, -3.7009)  0.43
H (-0.3007, -6.8645, -3.8156)  0.45
H (0.6243, -5.3062, -2.1429)  0.39
H (-1.4735, -6.6105, 1.0775)  0.38
H (-1.1595, -7.7412, 3.2349)  0.43
H (0.0327, -6.6013, 5.0700)  0.40
H (0.8797, -4.3000, 4.7687)  0.43
H (0.5516, -3.1339, 2.6237)  0.32
C (0.9557, 0.6164, -6.8791)  -1.11
Ge (1.3473, -0.1928, -5.1823)  0.38
C (1.0871, -2.1120, -5.1476)  -1.12
C (3.1127, 0.2654, -4.5318)  -0.80
C (0.0578, 0.6177, -3.8622)  -1.06
Se (-0.6180, -0.6404, -2.5627)  1.26
C (-2.4586, -0.9076, -3.0720)  -1.18
H (1.6761, 0.2634, -7.6179)  0.38
H (1.0411, 1.7008, -6.8105)  0.39
H (-0.0455, 0.3584, -7.2229)  0.37
H (1.6007, -2.5662, -5.9958)  0.44
H (0.0322, -2.3845, -5.2145)  0.36
H (1.4988, -2.5360, -4.2299)  0.28
H (3.8742, -0.1470, -5.1951)  0.42
H (3.2789, -0.1483, -3.5346)  -0.06
H (3.2438, 1.3480, -4.4973)  0.34
H (-0.8368, 0.9946, -4.3587)  0.57
H (0.4971, 1.4359, -3.2928)  0.42
H (-2.4381, -1.2692, -4.0962)  0.38
H (-2.9560, 0.0544, -2.9804)  0.34
H (-2.8752, -1.6463, -2.3959)  0.40

Summary:
- Energy above the lowest of the compared OMol25 structures with the same formula, charge and spin: 0.000 eV
- Spin multiplicity: 3
- HOMO energy (spin up / spin down): -14.075 / -14.159 eV
- Charge: +2
- Total energy: -194820.5711 eV
- <S²>: 2.044



(3)
C25H38I2MnN2O4SSi | ωB97M-V/def2-TZVPD

Each line ends with the Mulliken charge.
Cartesian coordinates (Å):
Mn (0.0171, -2.8261, -0.8629)  0.18
I (5.4162, -1.0336, 3.3292)  0.07
C (4.2301, -1.8030, 1.7907)  -0.34
C (4.4198, -1.3517, 0.4987)  -0.40
C (3.6223, -1.8286, -0.5260)  -0.27
I (3.8687, -1.1686, -2.4798)  0.07
C (2.6286, -2.7841, -0.2800)  0.74
O (1.8291, -3.2017, -1.2243)  -1.14
C (2.4758, -3.2624, 1.0548)  0.61
C (1.4090, -4.2948, 1.2899)  -1.07
N (0.0612, -3.7689, 0.9413)  0.09
C (-0.9831, -4.8039, 0.9739)  -0.83
C (-2.2234, -4.2423, 0.3326)  0.91
C (-3.4836, -4.3672, 0.8842)  -0.92
C (-4.5622, -3.7892, 0.2322)  -0.26
C (-4.3426, -3.0945, -0.9435)  -0.79
C (-3.0500, -2.9915, -1.4210)  -0.06
N (-2.0046, -3.5648, -0.8152)  -0.13
C (3.2604, -2.7576, 2.0726)  -0.80
H (5.1896, -0.6212, 0.2865)  0.68
H (1.4136, -4.6480, 2.3255)  0.42
H (1.5786, -5.1510, 0.6298)  0.36
H (-0.1759, -3.0120, 1.5850)  0.21
H (-1.1677, -5.1800, 1.9836)  0.36
H (-0.6187, -5.6392, 0.3679)  0.34
H (-3.6172, -4.8996, 1.8154)  0.40
H (-5.5568, -3.8667, 0.6481)  0.43
H (-5.1530, -2.6135, -1.4704)  0.41
H (-2.8248, -2.4185, -2.3113)  0.47
H (3.1212, -3.1123, 3.0863)  0.36
C (-2.0027, 3.9009, 1.0019)  -1.65
C (-1.9055, 2.4817, 1.5581)  1.83
C (-1.9738, 2.5043, 3.0856)  -1.78
C (-3.0258, 1.6079, 1.0019)  -1.41
O (-0.6128, 1.9589, 1.2410)  -0.03
Si (-0.0414, 1.2063, -0.0921)  -2.17
S (-0.5980, -0.7917, -0.0206)  0.44
O (1.5793, 1.3267, -0.0561)  1.60
C (2.3929, 2.4273, 0.3822)  1.55
C (2.5736, 2.3119, 1.8950)  -1.26
C (3.7327, 2.2782, -0.3262)  -1.19
C (1.7632, 3.7681, 0.0096)  -1.36
O (-0.7064, 1.9986, -1.3698)  0.25
C (-0.6766, 1.6909, -2.7663)  1.76
C (-0.8046, 3.0273, -3.4910)  -1.98
C (0.6279, 0.9969, -3.1509)  -1.00
C (-1.8769, 0.7978, -3.0896)  -1.40
H (-2.9628, 4.3463, 1.2670)  0.54
H (-1.9022, 3.8861, -0.0825)  0.12
H (-1.2102, 4.5227, 1.4202)  0.33
H (-2.9091, 2.9484, 3.4260)  0.42
H (-1.1441, 3.0874, 3.4848)  0.35
H (-1.9015, 1.4898, 3.4766)  0.36
H (-3.9934, 2.0131, 1.3017)  0.55
H (-2.9356, 0.5896, 1.3772)  0.28
H (-2.9839, 1.5789, -0.0864)  0.08
H (2.9936, 1.3361, 2.1403)  0.10
H (1.6114, 2.4127, 2.3921)  0.08
H (3.2491, 3.0845, 2.2657)  0.46
H (4.1908, 1.3251, -0.0655)  -0.10
H (4.4063, 3.0843, -0.0370)  0.44
H (3.5960, 2.3034, -1.4068)  0.31
H (0.7904, 3.8851, 0.4838)  0.07
H (1.6338, 3.8392, -1.0710)  0.19
H (2.4106, 4.5831, 0.3345)  0.56
H (0.0294, 3.6774, -3.2283)  0.38
H (-1.7313, 3.5240, -3.2029)  0.36
H (-0.8068, 2.8805, -4.5712)  0.40
H (1.4841, 1.6163, -2.8851)  0.19
H (0.6536, 0.8071, -4.2243)  0.53
H (0.7307, 0.0442, -2.6288)  -0.11
H (-2.8000, 1.2898, -2.7787)  0.34
H (-1.7870, -0.1438, -2.5479)  -0.04
H (-1.9348, 0.5929, -4.1594)  0.51

Summary:
- Spin multiplicity: 2
- HOMO energy (spin up / spin down): -7.601 / -7.617 eV
- Total energy: -103951.7184 eV
- <S²>: 1.179



What is the formula in the third record?
C25H38I2MnN2O4SSi



Among the records above, which one has the lowest total energy?
C25H38GeMoN2O2PS2SbSe



Look up the <S²> of the second one.
2.044